1.
Density functional theory data (the ωB97M-V functional and the def2-TZVPD basis) for C10H13ClGdI2N2OP as an isolated structure in a non-equilibrium geometry.

The calculation puts the LUMO energy (alpha / beta) at -8.77 / -10.36 eV. The gap between HOMO and LUMO (alpha / beta) is 7.2999 / 5.7063 eV. As for the total energy: -74441.196 eV.

Structure (ORCA input):
```
! RIJCOSX wB97M-V def2-TZVPD def2/J DEFGRID3
* xyz 2 8
I -2.0748 3.1075 -3.1337
I 0.6039 3.3388 -2.7485
Gd -0.7318 1.0625 -0.4633
P -0.2526 -1.5745 -2.0320
C 1.2535 -2.2324 -2.8909
C -1.1359 -3.1150 -1.6514
H -2.1844 -0.5798 -3.0465
H -1.3663 -1.6100 -4.1806
H -0.7117 -0.0334 -3.8560
C -1.2014 -0.8862 -3.3942
H -2.0986 -2.8635 -1.2149
H -1.3314 -3.7391 -2.5199
H 1.0170 -2.9184 -3.7325
H 1.8948 -2.8039 -2.1925
H -0.5778 -3.7257 -0.9432
H 1.8445 -1.4039 -3.3224
C 2.2060 -0.1777 -0.6050
O 3.3532 -0.3273 -0.6277
Cl -2.9816 -0.0486 -0.0086
N -2.4817 2.6236 5.4025
C -1.5457 2.3018 4.7448
C -0.4403 1.9074 3.9361
C 0.8435 2.1007 4.4595
C 1.8931 1.6837 3.6411
C 1.6511 1.1330 2.3948
N 0.3974 0.9943 1.8421
C -0.6170 1.3723 2.6685
H 1.0035 2.5627 5.4454
H 2.8954 1.8157 3.9996
H 2.4954 0.8099 1.7776
H -1.6192 1.2257 2.2517
*
```

***

2.
Density functional theory data (the ωB97M-V functional and the def2-TZVPD basis) for a 2-piece molecular cluster, C10H13ClN3O overall in a non-equilibrium geometry.

The calculation puts the LUMO energy (alpha / beta) at 2.55 / 2.55 eV. The gap between HOMO and LUMO (alpha / beta) is 7.4201 / 7.4204 eV. As for the total energy: -29616.861 eV.

Structure (ORCA input):
```
! RIJCOSX wB97M-V def2-TZVPD def2/J DEFGRID3
* xyz -1 1
C 0.6259 -4.0522 0.6419
C 2.1147 -2.1807 0.8767
C -0.3463 -1.9494 0.1753
C 2.6874 -0.9248 0.6819
C 0.8754 -2.6768 0.5349
C -0.5417 -0.6380 0.0835
C -0.5148 2.5121 1.2953
C -0.3130 0.3814 -2.5105
C -1.3382 1.2606 1.1190
C -0.8945 1.1827 -1.3652
N 0.4730 -5.1942 0.5618
N 1.9921 0.1892 0.7459
N -0.8629 0.5133 -0.0684
O 2.5852 1.3145 0.8099
Cl -4.0195 1.6635 -1.0734
H 2.6944 -2.9738 1.1300
H -1.2388 -2.4247 -0.0716
H 3.7538 -0.6687 0.7542
H -0.9470 3.4696 1.0845
H -0.1364 2.4702 2.3919
H 0.3089 2.4366 0.7227
H 0.5589 -0.0670 -2.3513
H -0.9535 -0.4845 -2.9592
H -0.1186 0.9013 -3.4328
H -1.4923 0.6501 2.0361
H -2.4974 1.4603 0.7616
H -0.4870 2.2661 -1.1796
H -1.9676 1.5634 -1.3947
*
```

***

3.
Density functional theory data (the ωB97M-V functional and the def2-TZVPD basis) for C10H13ClO3Pb as an isolated structure in a non-equilibrium geometry.

The calculation puts the LUMO energy (alpha / beta) at -12.08 / -11.81 eV. The gap between HOMO and LUMO (alpha / beta) is 4.9824 / 5.3516 eV. As for the total energy: -34472.573 eV.

Structure (ORCA input):
```
! RIJCOSX wB97M-V def2-TZVPD def2/J DEFGRID3
* xyz 2 1
Cl 1.3924 -3.1817 -0.9169
C 0.0464 1.1996 -2.6837
C -1.0539 1.6131 -1.8941
C -1.8000 0.4793 -1.5120
H -1.3321 2.6398 -1.6786
C -1.1502 -0.6780 -2.0489
C 0.0122 -0.2181 -2.8015
H 0.6153 -0.8509 -3.4573
H 0.7628 1.8413 -3.1927
H -2.7722 0.4506 -1.0227
C -1.5918 -2.0910 -1.9013
Pb 0.7852 -0.7812 -0.3393
C 1.8691 2.7909 0.3076
C 3.3914 -1.3016 0.0356
O 2.4525 3.5012 1.0070
O 4.4100 -1.7478 0.3034
H -2.1551 -2.2145 -0.9599
H -0.7155 -2.7673 -1.9012
H -2.2212 -2.4063 -2.7493
C 0.6966 0.4373 3.4370
C -0.6403 0.8070 2.8407
O -1.2237 -0.2214 2.0276
H 0.6939 -0.5814 3.8332
H 0.9174 1.1045 4.2719
H 1.4865 0.5033 2.6839
H -1.3647 1.0080 3.6323
H -0.5697 1.7340 2.2500
H -0.9413 -1.0686 2.4293
*
```

***

4.
Density functional theory data (the ωB97M-V functional and the def2-TZVPD basis) for one molecule with the formula C10H13FO3S in a non-equilibrium geometry.

As for the SMILES: CC[C@@H](F)C1=C(CCCS)C(=O)OC1=O. The calculation puts the LUMO energy at -1.37 eV. The gap between HOMO and LUMO is 8.0752 eV. As for the total energy: -30268.098 eV.

Structure (ORCA input):
```
! RIJCOSX wB97M-V def2-TZVPD def2/J DEFGRID3
* xyz 0 1
C 4.2741 0.7602 0.3501
C 2.7052 0.3634 0.7368
C 2.0301 -0.2485 -0.6262
F 2.9891 -0.9995 -1.5004
C 0.7102 -1.1912 -0.3870
C -0.6751 -0.8098 0.1030
C -1.2052 0.6797 0.5600
C -2.8308 0.7028 0.9527
C -3.8017 0.9928 -0.3426
S -3.4403 2.6398 -1.2020
C -1.4531 -2.2669 0.0313
O -2.7880 -2.4321 -0.1812
O -0.3930 -3.2723 0.2188
C 0.6832 -2.8276 -0.7196
O 1.4145 -3.5409 -1.5823
H 4.3364 1.5933 -0.4888
H 4.9048 -0.1881 -0.0075
H 4.8748 1.1847 1.2835
H 2.1734 1.4025 0.9608
H 2.6167 -0.3148 1.6863
H 1.6679 0.6768 -1.2777
H -0.9191 1.4993 -0.2282
H -0.6543 0.9497 1.5840
H -3.1695 -0.3521 1.3935
H -3.0204 1.4719 1.8451
H -3.7602 0.1158 -1.1409
H -4.9232 1.0850 0.0487
H -2.3465 2.3259 -2.0701
*
```